Below is one molecule with the formula C5H8ClNSi in a non-equilibrium geometry, with properties calculated with ωB97M-V/def2-TZVPD.

max |F|: 5.10 eV/A
ΔE to the lowest compared entry with this formula, charge and spin: 76.6 kJ/mol

Last columns: bonded neighbours and bond lengths (Å).
Atoms and positions in Å:
1 C 1.8576 -1.4664 0.2554  C2 1.399, C3 1.402, H9 1.042
2 C 0.5584 -1.2579 -0.2208  C1 1.399, C4 1.364, H10 1.045
3 C 2.4259 -0.2023 0.4641  C1 1.402, N6 1.345, H11 1.086
4 C 0.3158 0.0790 -0.3383  C2 1.364, C5 1.508, N6 1.398
5 C -0.8726 0.8345 -0.8764  C4 1.508, Si7 2.239, H12 1.145, H13 1.092
6 N 1.5128 0.6912 0.0432  C3 1.345, C4 1.398, H14 0.972
7 Si -2.5312 0.5934 0.6084  C5 2.239, Cl8 2.006, H15 1.384, H16 1.541
8 Cl -3.9589 -0.3460 -0.4411  Si7 2.006
9 H 2.3548 -2.3802 0.1942  C1 1.042
10 H 0.0409 -1.9891 -0.7587  C2 1.045
11 H 3.3562 0.0507 0.9649  C3 1.086
12 H -0.6231 1.9517 -0.8664  C5 1.145
13 H -1.3914 0.2619 -1.6475  C5 1.092
14 H 1.7207 1.6404 0.0419  N6 0.972
15 H -2.9371 1.8702 0.9562  Si7 1.384
16 H -1.8287 -0.3312 1.6208  Si7 1.541

Below is one molecule with the formula C6H9N, with properties calculated with ωB97M-V/def2-TZVPD.

max |F|: 0.29 eV/A
ΔE to the lowest compared entry with this formula, charge and spin: 147.0 kJ/mol

Last columns: bonded neighbours and bond lengths (Å).
Atoms and positions in Å:
1 C -0.1138 0.5970 2.1523  C2 1.498, H8 1.097, H9 1.094, H10 1.096
2 C -0.1007 0.2360 0.6989  C1 1.498, C3 1.336, C7 1.502
3 C -0.8489 0.7849 -0.2628  C2 1.336, C4 1.511, H11 1.087
4 C -0.7303 0.0526 -1.5792  C3 1.511, C5 1.526, H12 1.099, H13 1.097
5 C 0.3039 -1.0326 -1.2913  C4 1.526, N6 1.453, C7 1.492, H14 1.087
6 N 1.6483 -0.5908 -0.9615  C5 1.453, C7 1.468, H15 1.019
7 C 0.7185 -0.8901 0.1348  C2 1.502, C5 1.492, N6 1.468, H16 1.088
8 H -0.3727 -0.2846 2.7524  C1 1.097
9 H -0.8684 1.3650 2.3488  C1 1.094
10 H 0.8552 0.9599 2.5136  C1 1.096
11 H -1.4914 1.6511 -0.1260  C3 1.087
12 H -0.4054 0.7089 -2.3981  C4 1.099
13 H -1.6951 -0.3749 -1.8787  C4 1.097
14 H 0.2284 -1.9945 -1.7928  C5 1.087
15 H 1.7347 0.4145 -1.0999  N6 1.019
16 H 1.0252 -1.7162 0.7724  C7 1.088

Below is a 16-piece molecular cluster, C24H70FO16S overall in a non-equilibrium geometry, with properties calculated with ωB97M-V/def2-TZVPD.

DFT total energy: -2657.74401 Eh
total charge: +1
max |F|: 3.13 eV/A

Last columns: bonded neighbours and bond lengths (Å).
Atoms and positions in Å:
1 O 5.1091 -0.3898 1.1637  C2 1.199
2 C 5.3889 -1.2747 0.4044  O1 1.199, F3 1.359, C4 1.585
3 F 6.4350 -1.1978 -0.4594  C2 1.359
4 C 4.4368 -2.5420 0.3918  C2 1.585, S5 1.848, H13 1.117, H14 1.128
5 S 2.7873 -1.8920 0.9120  C4 1.848, C6 1.873, H15 1.388
6 C 1.3829 -2.9151 0.2127  S5 1.873, C7 1.604, H16 1.122, H17 1.129
7 C 0.3362 -1.8584 -0.3879  C6 1.604, C8 1.482, C12 1.494
8 C -0.3227 -1.0050 0.6297  C7 1.482, C9 1.473, H18 1.123
9 C -1.2676 0.0292 0.1739  C8 1.473, C10 1.467, H19 1.113
10 C -1.5116 0.1419 -1.2685  C9 1.467, C11 1.476, H20 1.113
11 C -0.8684 -0.7017 -2.2943  C10 1.476, C12 1.471, H21 1.111
12 C 0.0828 -1.7339 -1.8550  C7 1.494, C11 1.471, H22 1.116
13 H 4.7662 -3.3455 1.0950  C4 1.117
14 H 4.4092 -2.9050 -0.6763  C4 1.128
15 H 2.6833 -0.6884 0.2284  S5 1.388
16 H 0.9112 -3.4184 1.0971  C6 1.122
17 H 1.7117 -3.6643 -0.5648  C6 1.129
18 H -0.0701 -1.1618 1.7127  C8 1.123
19 H -1.7311 0.6815 0.9481  C9 1.113
20 H -2.2299 0.9225 -1.6059  C10 1.113
21 H -1.0403 -0.5954 -3.3868  C11 1.111
22 H 0.6414 -2.4091 -2.5457  C12 1.116
23 C -0.2560 -5.3082 -3.0699  O24 1.427, H25 1.089, H26 1.092, H27 1.092
24 O 0.5916 -5.1205 -1.9377  C23 1.427, H28 0.964
25 H -0.8122 -4.3885 -3.2436  C23 1.089
26 H 0.3461 -5.5379 -3.9519  C23 1.092
27 H -0.9573 -6.1224 -2.8778  C23 1.092
28 H 1.0710 -5.9464 -1.8034  O24 0.964
29 C 2.7968 -2.4789 4.7820  O30 1.426, H31 1.089, H32 1.090, H33 1.095
30 O 1.6315 -3.2990 4.8346  C29 1.426, H34 0.963
31 H 2.4969 -1.4365 4.8778  C29 1.089
32 H 3.4667 -2.7382 5.6016  C29 1.090
33 H 3.3041 -2.6239 3.8223  C29 1.095
34 H 1.9205 -4.2140 4.7489  O30 0.963
35 C 3.4506 -2.3897 -3.5514  O36 1.430, H37 1.091, H38 1.089, H39 1.093
36 O 3.0756 -1.3238 -2.6750  C35 1.430, H40 0.965
37 H 2.9898 -3.3129 -3.1968  C35 1.091
38 H 3.1031 -2.1800 -4.5615  C35 1.089
39 H 4.5379 -2.5047 -3.5502  C35 1.093
40 H 3.5002 -0.5287 -3.0183  O36 0.965
41 C -5.4711 -0.2557 -2.1448  O42 1.425, H43 1.089, H44 1.094, H45 1.093
42 O -4.3002 -0.2740 -2.9561  C41 1.425, H46 0.963
43 H -5.2812 0.3724 -1.2751  C41 1.089
44 H -6.3107 0.1563 -2.7114  C41 1.094
45 H -5.7099 -1.2685 -1.8110  C41 1.093
46 H -4.4869 -0.8330 -3.7183  O42 0.963
47 C 4.6301 3.3327 1.5412  O48 1.431, H49 1.087, H50 1.092, H51 1.092
48 O 3.4970 2.4619 1.6179  C47 1.431, H52 0.961
49 H 4.2827 4.3610 1.5998  C47 1.087
50 H 5.3074 3.1317 2.3738  C47 1.092
51 H 5.1515 3.1823 0.5933  C47 1.092
52 H 3.8252 1.5603 1.5596  O48 0.961
53 C 2.5559 -2.3824 8.4884  O54 1.420, H55 1.090, H56 1.093, H57 1.093
54 O 3.7776 -2.3202 7.7666  C53 1.420, H58 0.970
55 H 1.8330 -1.7249 8.0064  C53 1.090
56 H 2.1710 -3.4050 8.4842  C53 1.093
57 H 2.7132 -2.0513 9.5177  C53 1.093
58 H 4.4047 -2.9113 8.2129  O54 0.970
59 C 1.8748 4.1601 -1.2169  O60 1.424, H61 1.088, H62 1.094, H63 1.094
60 O 2.2923 4.4431 0.1144  C59 1.424, H64 0.970
61 H 1.6254 5.0956 -1.7135  C59 1.088
62 H 2.6834 3.6660 -1.7641  C59 1.094
63 H 0.9908 3.5165 -1.1993  C59 1.094
64 H 2.5014 3.5934 0.5321  O60 0.970
65 C -1.3456 4.3329 -3.8216  O66 1.422, H67 1.090, H68 1.093, H69 1.094
66 O 0.0469 4.5621 -3.9926  C65 1.422, H70 0.963
67 H -1.5746 4.3565 -2.7566  C65 1.090
68 H -1.9122 5.1160 -4.3308  C65 1.093
69 H -1.6140 3.3539 -4.2299  C65 1.094
70 H 0.2318 4.5379 -4.9378  O66 0.963
71 C -1.9630 4.3901 0.2932  O72 1.422, H73 1.086, H74 1.095, H75 1.094
72 O -1.0364 5.3504 -0.1982  C71 1.422, H76 0.967
73 H -2.9315 4.5729 -0.1636  C71 1.086
74 H -1.6250 3.3823 0.0306  C71 1.095
75 H -2.0521 4.4820 1.3798  C71 1.094
76 H -0.1864 5.1632 0.2222  O72 0.967
77 C -2.7761 7.8922 -3.0680  O78 1.421, H79 1.089, H80 1.094, H81 1.094
78 O -2.3227 8.1685 -1.7504  C77 1.421, H82 0.966
79 H -3.0393 8.8322 -3.5511  C77 1.089
80 H -1.9800 7.4040 -3.6369  C77 1.094
81 H -3.6579 7.2459 -3.0285  C77 1.094
82 H -2.0929 7.3243 -1.3397  O78 0.966
83 C 3.7798 -5.8587 7.9268  O84 1.422, H85 1.089, H86 1.093, H87 1.092
84 O 4.3902 -4.8131 8.6733  C83 1.422, H88 0.964
85 H 3.0735 -5.4164 7.2251  C83 1.089
86 H 4.5401 -6.4138 7.3722  C83 1.093
87 H 3.2452 -6.5330 8.5993  C83 1.092
88 H 5.0101 -5.2225 9.2880  O84 0.964
89 C 4.5532 -4.4858 -6.6866  O90 1.424, H91 1.089, H92 1.092, H93 1.093
90 O 3.7452 -3.3243 -6.5244  C89 1.424, H94 0.964
91 H 4.2155 -5.2449 -5.9825  C89 1.089
92 H 4.4543 -4.8699 -7.7041  C89 1.092
93 H 5.5992 -4.2446 -6.4819  C89 1.093
94 H 4.0606 -2.6679 -7.1560  O90 0.964
95 C -5.7156 3.6031 -0.6948  O96 1.423, H97 1.089, H98 1.093, H99 1.094
96 O -4.5127 3.6676 -1.4520  C95 1.423, H100 0.964
97 H -5.6347 4.2879 0.1483  C95 1.089
98 H -6.5640 3.8966 -1.3176  C95 1.093
99 H -5.8610 2.5852 -0.3221  C95 1.094
100 H -4.6063 3.0548 -2.1902  O96 0.964
101 C -4.6292 1.7118 2.0815  O102 1.423, H103 1.090, H104 1.093, H105 1.093
102 O -4.7958 0.7123 1.0827  C101 1.423, H106 0.967
103 H -3.8476 2.4003 1.7602  C101 1.090
104 H -5.5635 2.2632 2.2128  C101 1.093
105 H -4.3355 1.2497 3.0275  C101 1.093
106 H -5.4926 0.1152 1.3867  O102 0.967
107 C -8.4375 -0.2328 -0.2890  O108 1.424, H109 1.089, H110 1.093, H111 1.092
108 O -7.7095 -0.9665 0.6903  C107 1.424, H112 0.963
109 H -7.9815 0.7504 -0.3960  C107 1.089
110 H -8.3998 -0.7541 -1.2488  C107 1.093
111 H -9.4761 -0.1158 0.0287  C107 1.092
112 H -8.1273 -1.8310 0.7701  O108 0.963